No. 1
Computed, not measured: a molecular structure, C24H69Li2N18O20, with ωB97M-V with the def2-TZVPD basis set.

E = -3460.02965 Ha
LUMO = -0.68 eV
Kohn-Sham gap = 5.478 eV
charge = -1

Geometry (Å):
Li -0.9320 -2.4029 -1.4036
Li -0.0285 -3.1979 0.5152
C 1.5547 -0.1289 0.6109
C 0.9235 1.0683 0.3174
C -0.5559 1.1411 -0.0468
O -1.2341 2.2144 -0.2636
C -1.3747 0.0389 -0.0637
C -0.7856 -1.2895 0.2013
C 0.7970 -1.3408 0.5483
O 1.3189 -2.4462 0.8255
O -1.4026 -2.3222 -0.0243
O 1.6596 2.0898 0.4131
H 2.5939 -0.1932 0.8978
H -2.4406 0.1322 -0.2108
O -0.3336 -3.7848 -0.9082
H -1.2007 -4.2343 -0.8866
O 1.1263 -4.1675 0.8543
H 1.3717 -4.9590 0.3752
H 1.9236 -3.9102 1.3172
O -1.5357 0.3277 -2.4115
H -0.7153 0.5826 -2.8336
H -1.6081 0.9107 -1.6558
O -2.9174 3.0957 -0.6202
H -2.0989 2.8216 -0.2065
H -3.3349 2.2781 -0.8912
C -0.5593 3.5722 -3.4185
O -0.9387 4.5321 -4.0335
N 0.3872 2.7857 -3.8266
N -1.0350 3.2553 -2.2388
H 0.8070 2.0924 -3.2239
H 0.7888 2.8819 -4.7483
H -1.8158 3.7017 -1.7792
H -0.6925 2.3985 -1.8282
C 2.1889 1.7359 3.3707
O 2.7868 1.7722 4.4871
N 2.5433 2.4350 2.3290
N 1.2927 0.8252 2.9994
H 3.3269 3.0595 2.4558
H 2.0698 2.4154 1.4371
H 1.1691 0.0408 3.6235
H 0.8469 0.9097 2.0971
C 3.3267 2.2521 -1.8610
O 4.0930 2.4251 -2.7664
N 2.3819 3.0551 -1.6514
N 3.4113 1.4105 -0.8931
H 2.1982 3.9259 -2.1290
H 1.8243 2.7223 -0.8778
H 4.2237 0.8283 -1.0391
H 2.7765 1.5412 -0.1184
C -1.4819 -3.3809 2.4708
O -0.5235 -3.5200 1.6914
N -1.8780 -4.4238 3.1898
N -2.2043 -2.3079 2.5868
H -2.7651 -4.5020 3.6663
H -1.3598 -5.2853 3.0938
H -2.1163 -1.6322 1.8413
H -2.9950 -2.3180 3.2151
C 1.5254 0.1776 -2.8423
O 0.4856 0.7408 -2.7292
N 2.1574 0.0043 -3.9903
N 2.1125 -0.4589 -1.8665
H 2.9317 -0.6434 -3.9582
H 1.7392 0.3543 -4.8404
H 3.0032 -0.9073 -2.0264
H 1.8768 -0.2742 -0.9019
C 3.1417 -2.9759 -0.5547
O 2.0388 -3.1416 -1.1341
N 4.1770 -3.7683 -0.7819
N 3.3596 -1.9703 0.2445
H 4.2547 -4.3895 -1.5745
H 5.0685 -3.4191 -0.4604
H 2.5236 -1.4634 0.4981
H 4.1690 -2.0370 0.8450
C 1.8599 -1.7186 3.5367
O 1.9007 -1.4737 4.6714
N 2.7011 -1.3703 2.5506
N 0.9445 -2.4055 2.9374
H 2.5159 -1.6464 1.5969
H 3.3484 -0.6946 2.9308
H 0.8642 -2.2492 1.9428
H 0.2663 -2.9856 3.4103
C 4.6968 0.0104 1.6453
O 4.5409 -0.4252 2.7017
N 5.3100 -0.5930 0.6684
N 4.1784 1.1315 1.2786
H 5.4641 -0.2270 -0.2603
H 5.5990 -1.4999 1.0063
H 3.3725 1.3830 1.8329
H 4.4012 1.4929 0.3622
C -3.2142 0.9619 2.2038
O -4.1708 1.4237 2.8446
N -3.3267 0.0741 1.3508
N -2.1432 1.6322 1.8514
H -4.2648 -0.2994 1.3764
H -2.5678 0.0486 0.6848
H -1.4262 1.4366 1.1674
H -2.0024 2.5356 2.2805
C 0.2086 4.9013 0.6412
C 1.7216 4.6601 0.8549
C 2.5172 5.6033 -0.1331
O 1.9415 4.9948 2.2303
H 0.0516 4.8360 -0.4354
H -0.2422 5.8821 0.7923
H -0.3641 4.0448 0.9970
H 1.8830 3.6099 0.6115
H 2.7032 5.1559 -1.1095
H 3.5384 5.8432 0.1630
H 2.1159 6.5906 -0.3616
H 1.2695 5.6411 2.4592
C -5.0066 -0.5358 -1.0755
C -4.6106 0.8581 -1.5843
C -5.3024 2.0046 -0.8405
O -3.2066 0.9084 -1.3366
H -4.6830 -1.3193 -1.7607
H -6.0793 -0.7018 -1.1743
H -4.5222 -0.6864 -0.1107
H -4.8589 0.9876 -2.6377
H -6.3615 1.8321 -1.0318
H -4.9005 2.9744 -1.1338
H -5.1120 1.7617 0.2049
H -2.7782 0.4702 -2.0755
C -3.7098 -4.7420 -2.5951
C -3.6120 -4.7429 -1.0323
C -3.7292 -3.3254 -0.5364
O -4.8168 -5.5074 -0.6690
H -4.5488 -4.1063 -2.8780
H -3.9832 -5.7171 -2.9982
H -2.8221 -4.3309 -3.0759
H -2.8465 -5.2709 -0.4637
H -4.3425 -2.6854 -1.1708
H -2.7389 -2.8726 -0.4881
H -4.2188 -3.1625 0.4237
H -4.8154 -5.7511 0.2596

Atomic partial charges in e from the Löwdin method, atoms 1 to 4:
1 Li 0.57
2 Li 0.34
3 C -0.06
4 C -0.18

No. 2
Computed, not measured: a molecular structure, C30H41F21INO22P2S, with ωB97M-V with the def2-TZVPD basis set.

E = -6353.74314 Ha
LUMO = -0.32 eV
Kohn-Sham gap = 8.810 eV
charge = 0

Geometry (Å):
N 3.7169 -1.1771 1.0874
C 3.6861 -1.8258 -0.2171
P 5.1962 -2.9456 -0.1867
O 5.1445 -3.7447 1.0893
O 5.1829 -3.9429 -1.5135
O 6.6260 -2.0918 -0.2083
O 3.7351 -0.6865 -1.1554
S 2.4239 -0.7150 -2.1573
O 2.7689 -1.4092 -3.4131
O 1.7580 0.5772 -2.4123
O 1.4688 -1.5889 -1.1007
C 2.4043 -2.6053 -0.6472
P 1.7245 -3.9722 0.4608
O 0.7172 -4.8492 -0.5998
I 0.1516 -2.9727 2.0772
H 2.8353 -0.6867 1.2373
H 4.4081 -0.4325 0.9961
H 6.1111 -4.1003 -1.7334
H 6.4612 -1.1672 0.0095
H 2.6176 -3.1597 -1.5993
H 1.1448 -4.8452 -1.4640
C -5.7677 1.2665 2.6690
C -5.2280 0.9867 4.0571
O -4.0265 0.1981 4.0036
C -2.9223 0.8455 3.6426
O -2.8625 2.0043 3.3708
C -1.7290 -0.1023 3.6549
F -1.9866 -1.2449 3.0010
F -1.3823 -0.4368 4.9009
F -0.6551 0.4366 3.0876
H -5.9204 0.3343 2.1249
H -6.7138 1.8047 2.7257
H -5.0694 1.8647 2.0834
H -5.9527 0.3993 4.6203
H -5.0532 1.9064 4.6181
C -5.9499 -3.9631 -1.6644
C -6.5831 -2.9025 -2.5408
O -7.6029 -2.1794 -1.8286
C -7.1660 -1.2855 -0.9474
O -6.0192 -1.0515 -0.7174
C -8.3397 -0.5727 -0.2867
F -9.2656 -1.4273 0.1587
F -8.9527 0.2535 -1.1384
F -7.9503 0.1556 0.7558
H -6.7133 -4.6300 -1.2619
H -5.2266 -4.5501 -2.2307
H -5.4364 -3.5193 -0.8119
H -7.0785 -3.3732 -3.3895
H -5.8397 -2.2127 -2.9440
C -0.5866 2.7571 -2.0016
C -0.4154 3.4977 -3.3115
O -1.6324 3.4957 -4.0811
C -2.5787 4.3325 -3.6677
O -2.4835 5.0643 -2.7289
C -3.7939 4.2454 -4.5853
F -4.1721 2.9829 -4.7952
F -3.5367 4.7843 -5.7825
F -4.8455 4.8874 -4.0850
H -0.9456 1.7428 -2.1825
H 0.3584 2.7081 -1.4626
H -1.3216 3.2451 -1.3605
H 0.3325 2.9917 -3.9211
H -0.0679 4.5208 -3.1572
C -3.9623 8.0311 -3.3353
C -3.4343 8.9987 -4.3750
O -3.5509 10.3634 -3.9343
C -2.6553 10.7583 -3.0323
O -1.7875 10.0754 -2.5831
C -2.8743 12.2240 -2.6757
F -4.1525 12.4826 -2.3867
F -2.5296 13.0256 -3.6890
F -2.1538 12.5919 -1.6223
H -4.9918 8.2811 -3.0711
H -3.9297 7.0124 -3.7078
H -3.3783 8.0760 -2.4163
H -4.0307 8.9198 -5.2836
H -2.4008 8.7772 -4.6473
C 8.6505 -3.4185 2.8231
C 7.4155 -3.5727 3.6875
O 7.7058 -4.3176 4.8856
C 8.3599 -3.6545 5.8346
O 8.7090 -2.5160 5.7609
C 8.5752 -4.5469 7.0516
F 9.0769 -5.7387 6.7154
F 7.4263 -4.7714 7.6974
F 9.4157 -4.0023 7.9250
H 9.0805 -4.3961 2.5964
H 8.4028 -2.9123 1.8897
H 9.4236 -2.8409 3.3316
H 6.6613 -4.1409 3.1449
H 6.9730 -2.6075 3.9388
C 10.2950 0.9584 -4.3851
C 10.9477 -0.0920 -3.5090
O 10.8017 0.2230 -2.1132
C 9.6005 -0.0069 -1.5919
O 8.6680 -0.4469 -2.1939
C 9.5994 0.3444 -0.1052
F 10.1225 1.5487 0.1227
F 10.3164 -0.5305 0.6011
F 8.3712 0.3536 0.4223
H 10.6919 1.9481 -4.1523
H 10.4718 0.7428 -5.4386
H 9.2181 1.0002 -4.2210
H 12.0190 -0.1174 -3.7048
H 10.5581 -1.0905 -3.7136
C -9.3347 -5.7534 3.1077
C -8.5128 -4.5579 3.5456
O -7.1222 -4.8978 3.6826
C -6.4436 -5.0201 2.5447
O -6.9028 -4.8678 1.4543
C -4.9831 -5.3508 2.8291
F -4.8598 -6.3584 3.6962
F -4.3430 -4.3002 3.3504
F -4.3312 -5.7011 1.7263
H -9.1902 -6.5873 3.7969
H -10.3939 -5.4989 3.0737
H -9.0350 -6.1014 2.1191
H -8.8438 -4.2271 4.5295
H -8.6301 -3.7132 2.8643

Atomic partial charges in e from the Löwdin method, atoms 1 to 4:
1 N 0.10
2 C -0.53
3 P 0.62
4 O -0.29

No. 3
Computed, not measured: 3 unconnected molecules or ions with the total composition C3H9NO4, with ωB97M-V with the def2-TZVPD basis set.

SMILES = O=CCNC=O.O.O
E = -475.41382 Ha
ΔE to the lowest compared entry with this formula, charge and spin = 0.7358 eV
LUMO = 0.44 eV
Kohn-Sham gap = 10.212 eV
charge = 0

Geometry (Å):
C -1.1222 -1.4417 0.1591
N -0.7280 -0.8608 1.3078
C -0.1439 0.4849 1.2655
C -1.1856 1.5499 1.0562
O -1.7740 2.0447 1.9782
O -0.9722 -0.9291 -0.9339
H -1.6649 -2.3794 0.3358
H -1.0142 -1.2894 2.1715
H 0.6821 0.4752 0.5718
H 0.2659 0.7461 2.2458
H -1.2035 2.1008 0.1066
H 0.3742 1.2106 -2.2439
H 1.7765 1.1391 -1.6182
O 0.9557 1.5999 -1.5931
H 1.1536 -1.3574 -1.8069
H 2.4887 -1.8286 -1.1569
O 2.1119 -1.2648 -1.8453

Atomic partial charges in e from the natural (NBO) method, atoms 1 to 4:
1 C 0.53
2 N -0.60
3 C -0.34
4 C 0.42

No. 4
Computed, not measured: a molecular structure, C6H23BNNbO6P, with ωB97M-V with the def2-TZVPD basis set.

E = -1171.66830 Ha
LUMO = 1.88 eV
Kohn-Sham gap = 6.937 eV
charge = -1

Geometry (Å):
O -4.9727 -0.9614 -1.9905
P -4.4650 -2.4167 -2.4435
Nb -3.4526 -3.5353 -0.3692
O -2.5163 -4.2596 1.4093
B -1.6507 -3.1122 1.8584
O -0.2598 -2.9130 1.3613
O -2.1602 -2.0588 2.8053
H -3.3641 -2.1839 -3.3648
H -5.5700 -3.1454 -3.0178
H -2.0025 -2.4427 -0.5868
H -4.3278 -2.3455 0.6750
H -4.8610 -4.6616 -0.1568
H -2.6427 -4.8461 -1.3325
H -0.3007 -2.0266 0.8597
H -3.1587 -2.0508 2.5945
C 4.3363 2.0931 1.3589
O 3.3556 3.0818 1.0632
C 3.2937 3.4414 -0.3239
C 2.0438 2.8483 -0.9977
N 2.1469 1.3938 -1.1394
C 0.8793 0.7208 -1.4461
C -0.3089 0.9223 -0.4798
O -0.1504 0.2937 0.7937
C 0.6862 0.9936 1.7018
H 4.4916 2.0837 2.4419
H 3.9923 1.1001 1.0659
H 5.2917 2.3149 0.8735
H 4.2149 3.1742 -0.8659
H 3.2040 4.5322 -0.3469
H 1.9205 3.2991 -1.9883
H 1.1843 3.1336 -0.3866
H 2.5085 0.9981 -0.2768
H 1.1022 -0.3530 -1.4806
H 0.5690 1.0083 -2.4567
H -1.1774 0.4359 -0.9392
H -0.5898 1.9736 -0.3632
H 0.5818 2.0778 1.6129
H 1.7233 0.6869 1.5600
H 0.4053 0.7053 2.7178

Atomic partial charges in e from the natural (NBO) method, atoms 1 to 4:
1 O -1.12
2 P 0.79
3 Nb 1.75
4 O -1.00

No. 5
Computed, not measured: a gas-phase ion, C5H9N4 (charge +1), with ωB97M-V with the def2-TZVPD basis set.

E = -414.49393 Ha
ΔE to the lowest compared entry with this formula, charge and spin = 6.5272 eV
LUMO = -5.01 eV
Kohn-Sham gap = 8.560 eV
charge = +1

Geometry (Å):
C -2.4358 0.4769 -0.1137
C 1.7452 -0.8264 -0.8602
C 1.8913 -1.6310 0.4147
C 1.0784 -0.3822 0.4313
C -0.5744 1.9907 -0.1162
N -2.7700 -0.7680 0.0974
N -2.1037 -1.6579 0.4525
N -1.0542 0.6100 0.0088
N -0.3531 -0.4279 0.2806
H -3.1751 1.2181 -0.2308
H 2.3792 -0.0784 -1.3151
H 1.1222 -1.4619 -1.5042
H 1.5701 -2.6393 0.3725
H 2.7413 -1.5401 1.0770
H 1.3986 0.4833 0.9595
H -1.2526 2.5457 -0.6229
H -0.6316 2.2780 0.9455
H 0.4240 1.8106 -0.2766

Atomic partial charges in e from the natural (NBO) method, atoms 1 to 4:
1 C -0.03
2 C -0.40
3 C -0.38
4 C -0.14

No. 6
Computed, not measured: a gas-phase ion, C2H7I3NSi (charge +1), with ωB97M-V with the def2-TZVPD basis set.

SMILES = C[NH2+]C[Si](I)(I)I
E = -1317.54929 Ha
ΔE to the lowest compared entry with this formula, charge and spin = 0.7952 eV
LUMO = -4.40 eV
Kohn-Sham gap = 8.646 eV
charge = +1

Geometry (Å):
C -0.1955 0.5821 1.9742
C 0.6264 -0.1193 -0.1267
N -0.2353 0.8050 0.4948
Si -0.0076 -0.9740 -2.0854
I 0.0082 -3.3941 -1.9223
I -2.3153 0.0317 -2.2156
I 1.3501 0.2830 -3.7449
H -0.6400 -0.4189 2.2499
H 0.8881 0.5565 2.1139
H -0.5529 1.3494 2.6005
H 0.6292 -1.1102 0.3723
H 1.7227 0.0715 -0.1112
H -0.0977 1.6839 0.1039
H -1.1804 0.6534 0.2964

Atomic partial charges in e from the natural (NBO) method, atoms 1 to 4:
1 C -0.42
2 C -0.61
3 N -0.51
4 Si 0.63